[1]
{
  "formula": "C19H37FeNO3SSi",
  "method": "wB97M-V/def2-TZVPD",
  "elements": ["C", "C", "C", "C", "C", "Fe", "N", "C", "C", "H", "H", "H", "H", "H", "H", "H", "H", "H", "H", "C", "C", "C", "C", "O", "Si", "S", "O", "C", "C", "C", "C", "O", "C", "C", "C", "C", "H", "H", "H", "H", "H", "H", "H", "H", "H", "H", "H", "H", "H", "H", "H", "H", "H", "H", "H", "H", "H", "H", "H", "H", "H", "H", "H"],
  "xyz": [[-0.528, 0.395, -4.504], [0.858, 0.607, -4.273], [1.018, 1.207, -2.961], [-0.226, 1.495, -2.441], [-1.341, 1.054, -3.374], [0.176, -0.880, -3.021], [-2.066, 0.042, -2.635], [0.618, -2.477, -3.796], [1.833, -1.755, -3.509], [1.973, 1.524, -2.500], [1.670, 0.436, -4.986], [-0.476, 2.041, -1.524], [-2.084, 1.815, -3.678], [-1.046, 0.015, -5.387], [2.383, -1.413, -4.393], [0.196, -3.280, -3.162], [-2.721, -0.438, -3.261], [2.463, -2.130, -2.710], [0.226, -2.493, -4.837], [1.906, 3.371, 0.608], [2.165, 1.995, 1.209], [3.193, 1.240, 0.380], [2.675, 2.187, 2.636], [0.908, 1.260, 1.247], [-0.118, 0.084, 0.714], [0.557, -1.066, -0.900], [-0.322, -0.933, 1.999], [0.440, -1.945, 2.714], [0.900, -3.031, 1.750], [1.635, -1.311, 3.414], [-0.513, -2.544, 3.741], [-1.564, 0.834, 0.400], [-2.970, 0.484, 0.621], [-3.550, -0.226, -0.588], [-3.132, -0.485, 1.779], [-3.723, 1.793, 0.832], [2.846, 3.946, 0.585], [1.185, 3.928, 1.215], [1.533, 3.294, -0.419], [4.118, 1.835, 0.328], [3.441, 0.277, 0.838], [2.829, 1.068, -0.642], [3.630, 2.736, 2.619], [1.967, 2.783, 3.228], [2.853, 1.238, 3.148], [1.639, -2.651, 1.034], [1.365, -3.846, 2.320], [0.048, -3.440, 1.191], [1.313, -0.489, 4.068], [2.129, -2.071, 4.040], [2.377, -0.943, 2.696], [-0.846, -1.783, 4.457], [-1.389, -2.985, 3.254], [0.001, -3.338, 4.300], [-2.854, -0.992, -0.965], [-4.510, -0.698, -0.311], [-3.750, 0.474, -1.410], [-2.773, -0.050, 2.724], [-4.201, -0.744, 1.895], [-2.598, -1.414, 1.562], [-3.394, 2.307, 1.740], [-3.565, 2.466, -0.020], [-4.809, 1.617, 0.916]],
  "forces_ev_per_angstrom": [[-0.2, 1.7, -0.4], [0.0, 0.9, -1.0], [0.2, 1.3, -0.7], [-0.5, 2.0, -0.4], [-0.1, -0.9, -0.1], [-1.6, 1.7, 0.7], [0.8, -0.5, -0.3], [-0.2, -2.9, -2.0], [0.8, -1.7, -0.8], [-0.6, -0.6, -0.4], [-0.3, -0.1, 0.4], [0.3, -0.5, -0.2], [0.4, 0.7, -0.3], [0.4, 0.1, 0.1], [0.0, 0.0, 0.4], [0.5, 0.3, -0.3], [-0.1, 0.0, -0.4], [0.1, 0.1, 0.2], [0.4, -0.3, 0.6], [0.1, 0.2, -0.2], [-1.2, -0.8, -0.3], [0.3, 0.1, -0.2], [0.0, 0.1, 0.3], [1.0, 1.2, 0.6], [0.2, -0.8, -1.8], [0.7, -0.3, 3.8], [0.3, -0.7, 1.5], [-0.6, 0.9, -1.1], [0.3, -0.3, 0.0], [0.2, -0.1, 0.3], [-0.1, -0.1, 0.3], [-0.7, -0.1, 1.2], [0.6, -0.3, -0.5], [-0.8, -0.2, -0.2], [-0.4, 0.1, 0.7], [-0.1, 0.2, 0.2], [-0.2, -0.1, 0.0], [0.0, -0.1, -0.1], [0.0, -0.1, 0.2], [-0.1, -0.1, 0.0], [-0.2, 0.0, -0.1], [0.0, -0.1, 0.4], [-0.2, -0.1, -0.1], [0.1, -0.2, -0.1], [-0.1, 0.0, -0.1], [-0.4, 0.0, 0.1], [0.0, 0.0, 0.1], [0.2, 0.2, 0.0], [0.1, -0.1, -0.2], [-0.1, 0.1, -0.1], [-0.3, 0.0, 0.1], [0.0, -0.1, -0.2], [0.1, 0.2, 0.0], [-0.1, 0.1, -0.1], [-0.3, 0.4, 0.2], [0.1, 0.1, 0.3], [0.3, -0.5, 0.3], [0.1, -0.2, -0.2], [0.3, 0.2, 0.0], [0.0, 0.2, 0.1], [0.1, 0.0, 0.0], [0.1, -0.2, 0.1], [0.3, -0.1, 0.0]],
  "lowdin_charge": [-0.20, -0.28, -0.24, -0.18, -0.52, 0.18, -0.13, -0.35, -0.33, 0.08, 0.08, 0.08, 0.08, 0.07, 0.03, 0.04, -0.02, 0.01, 0.04, -0.04, -0.63, -0.05, -0.05, -0.14, -0.06, 0.52, -0.20, -0.64, -0.09, -0.05, -0.05, -0.15, -0.62, -0.11, -0.07, -0.05, 0.08, 0.08, 0.08, 0.08, 0.08, 0.06, 0.08, 0.08, 0.06, 0.04, 0.07, 0.09, 0.09, 0.08, 0.07, 0.08, 0.08, 0.07, 0.07, 0.07, 0.06, 0.08, 0.08, 0.08, 0.07, 0.08, 0.08],
  "multiplicity": 5,
  "max_force_ev_per_a": 3.84,
  "charge": -2,
  "lumo_energy_ev": [4.673, 4.658],
  "homo_lumo_gap_ev": [2.018, 3.761]
}

[2]
{
  "formula": "C3H4P2",
  "method": "wB97M-V/def2-TZVPD",
  "elements": ["C", "C", "C", "P", "P", "H", "H", "H", "H"],
  "xyz": [[0.467, -0.928, -0.382], [0.535, 0.646, 1.959], [0.013, -0.912, -1.593], [0.809, -0.948, 1.250], [1.721, -0.285, 3.311], [1.037, 1.558, 1.495], [-0.469, 0.746, 2.431], [0.487, -0.305, -2.268], [-1.033, -1.206, -1.946]],
  "forces_ev_per_angstrom": [[0.5, -0.3, 2.2], [0.4, 1.1, 1.7], [-3.0, -0.8, 0.5], [0.4, -0.1, -0.8], [-1.0, -0.1, -2.3], [-1.0, -1.3, 0.5], [0.7, 0.4, -0.7], [1.6, 1.1, -1.9], [1.5, 0.0, 0.9]],
  "lowdin_charge": [-0.39, -0.78, -0.08, 0.60, 0.49, 0.04, 0.01, 0.02, 0.10],
  "max_force_ev_per_a": 3.18,
  "lumo_energy_ev": [-1.225, -1.260],
  "homo_lumo_gap_ev": [6.312, 6.329],
  "smiles": "C=C=P1=PC1"
}

[3]
{
  "formula": "C7H7N3S",
  "method": "wB97M-V/def2-TZVPD",
  "elements": ["C", "C", "C", "C", "C", "C", "C", "N", "N", "N", "S", "H", "H", "H", "H", "H", "H", "H"],
  "xyz": [[-1.022, -1.238, -1.516], [-1.320, 2.476, 0.792], [-0.756, 1.672, -0.205], [-1.678, 1.785, 1.945], [-0.726, 0.344, 0.177], [-0.004, -0.792, -0.538], [0.589, -2.268, 0.057], [-1.978, -1.637, -1.992], [1.100, -0.185, -1.300], [1.420, -2.930, -0.550], [-1.325, 0.102, 1.789], [-1.747, 3.379, 0.650], [-0.423, 2.195, -1.152], [-1.979, 2.220, 2.854], [0.173, -2.604, 0.983], [1.478, -0.801, -1.984], [1.774, -0.040, -0.568], [1.647, -3.734, -0.119]],
  "forces_ev_per_angstrom": [[0.3, -0.2, 1.0], [-0.6, -3.4, 2.1], [0.2, 0.1, -1.0], [1.2, -0.4, -1.7], [1.3, -0.2, 1.2], [1.0, -1.5, -2.6], [-2.5, 2.9, 1.3], [-0.7, -0.4, -0.9], [-0.8, 0.8, 1.1], [0.4, 3.3, -3.5], [0.2, 1.0, -0.5], [-0.5, 3.3, -0.5], [-0.3, -1.5, 1.1], [-0.7, 0.2, 0.8], [-0.6, 0.0, 0.8], [0.3, -0.8, -0.3], [0.8, 0.4, -0.2], [1.0, -3.6, 1.9]],
  "lowdin_charge": [-0.20, -0.18, -0.11, -0.38, -0.50, -0.44, -0.13, 0.18, 0.07, 0.14, 1.03, 0.07, 0.14, 0.05, 0.10, 0.07, 0.09, 0.02],
  "max_force_ev_per_a": 4.77,
  "lumo_energy_ev": 0.556,
  "homo_lumo_gap_ev": 9.610,
  "smiles": "[H]/N=C/[C@@](N)(C#N)c1cccs1"
}

[4]
{
  "formula": "C8H10N2S2",
  "method": "wB97M-V/def2-TZVPD",
  "elements": ["C", "C", "C", "C", "C", "C", "C", "C", "H", "H", "H", "H", "H", "H", "H", "H", "H", "H", "N", "N", "S", "S"],
  "xyz": [[2.112, 0.243, 3.168], [1.025, -1.122, 0.810], [0.088, -2.155, 0.902], [-1.012, -2.162, 0.044], [-1.176, -1.139, -0.893], [-0.229, -0.131, -1.032], [-0.983, 1.907, -2.342], [0.859, -0.151, -0.178], [2.058, 1.190, 2.664], [2.954, 0.221, 3.886], [1.230, 0.060, 3.761], [0.187, -2.881, 1.712], [-1.782, -2.860, 0.132], [-1.908, -1.203, -1.690], [0.572, 0.866, -2.677], [-2.656, 2.820, -1.677], [-2.399, 1.256, -0.977], [1.656, 0.573, -0.317], [-0.194, 0.856, -2.048], [-2.159, 1.938, -1.674], [2.375, -1.094, 1.979], [-0.619, 2.968, -3.554]],
  "forces_ev_per_angstrom": [[0.0, -0.3, 0.2], [-0.6, 0.2, 0.3], [-0.4, 0.2, 0.3], [1.1, 1.7, 0.0], [0.2, -0.1, -1.0], [0.5, -0.2, 0.7], [-1.4, -0.7, 0.4], [1.0, 0.1, 0.5], [0.0, 0.5, 0.0], [-0.2, 0.0, -0.7], [-0.5, 0.0, 0.1], [0.0, 0.1, -0.4], [-0.9, -1.3, 0.1], [-0.4, 0.0, 0.3], [1.0, -0.3, -0.3], [0.1, -0.4, -0.1], [0.1, 0.0, 0.2], [-0.2, 0.1, 0.1], [-0.1, -0.1, -0.4], [-0.3, 0.8, 0.2], [0.7, -0.6, -0.3], [0.3, 0.4, -0.1]],
  "lowdin_charge": [-0.40, -0.53, -0.10, -0.06, -0.02, -0.25, -0.98, -0.03, 0.02, 0.04, 0.03, 0.11, 0.09, 0.12, 0.10, 0.10, 0.09, 0.12, 0.03, 0.09, 0.85, 0.57],
  "max_force_ev_per_a": 2.01,
  "lumo_energy_ev": 0.449,
  "homo_lumo_gap_ev": 8.738,
  "smiles": "CSc1cccc(NC(N)=S)c1"
}

[5]
{
  "formula": "C5H6INO",
  "method": "wB97M-V/def2-TZVPD",
  "elements": ["C", "C", "C", "C", "C", "N", "O", "I", "H", "H", "H", "H", "H", "H"],
  "xyz": [[0.941, -1.723, 0.101], [0.759, -1.330, 2.179], [0.363, -0.488, 0.226], [-1.230, 1.772, -0.666], [-0.472, 0.604, -1.218], [0.145, -0.280, 1.588], [1.309, -2.168, 1.275], [1.069, 1.302, -2.583], [1.313, -2.073, -0.826], [0.804, -1.596, 3.148], [-1.399, 2.603, -1.388], [-0.562, 2.166, 0.079], [-2.045, 1.384, -0.080], [-0.997, -0.171, -1.834]],
  "forces_ev_per_angstrom": [[-0.1, 3.0, -2.4], [-1.4, 3.2, -4.9], [-2.5, 0.9, -1.3], [1.0, -0.1, 0.3], [1.9, -2.9, 1.2], [1.4, -1.7, 0.7], [-0.2, -1.2, 1.7], [-0.1, -0.3, 0.5], [0.5, -1.1, -0.3], [0.2, -0.6, 3.1], [-0.4, -1.0, 0.4], [0.3, 0.6, 0.4], [-0.9, 0.2, -0.2], [0.3, 0.9, 0.9]],
  "lowdin_charge": [-0.15, -0.14, -0.15, -0.23, -0.64, 0.10, 0.05, 0.72, 0.11, 0.09, 0.07, 0.06, 0.07, 0.05],
  "max_force_ev_per_a": 6.02,
  "lumo_energy_ev": 0.438,
  "homo_lumo_gap_ev": 9.709
}

[6]
{
  "formula": "CH3N5",
  "method": "wB97M-V/def2-TZVPD",
  "elements": ["C", "H", "H", "H", "N", "N", "N", "N", "N"],
  "xyz": [[-0.496, -0.824, -0.110], [1.910, -0.282, 0.083], [1.381, 0.711, 1.334], [-0.276, -1.811, 0.244], [1.437, 0.568, 0.288], [0.193, 0.284, -0.149], [-1.770, -0.583, -0.394], [-1.793, 0.692, -0.697], [-0.586, 1.245, -0.600]],
  "forces_ev_per_angstrom": [[-2.1, -2.3, 1.1], [1.3, -0.5, 0.2], [0.3, -0.3, -1.5], [1.0, 0.0, 0.1], [1.0, 0.5, 1.7], [-1.4, 0.6, -0.8], [1.2, -0.2, -0.3], [0.9, 2.2, -0.7], [-2.1, 0.0, 0.2]],
  "lowdin_charge": [-0.18, 0.08, 0.14, 0.12, 0.11, -0.27, 0.01, -0.06, 0.06],
  "max_force_ev_per_a": 3.31,
  "lumo_energy_ev": 0.468,
  "homo_lumo_gap_ev": 10.928,
  "smiles": "Nn1cnnn1"
}

[7]
{
  "formula": "C7H6N2S",
  "method": "wB97M-V/def2-TZVPD",
  "elements": ["C", "C", "C", "C", "C", "C", "C", "N", "N", "S", "H", "H", "H", "H", "H", "H"],
  "xyz": [[-2.185, -0.836, -0.031], [-2.239, 0.551, -0.248], [-1.016, -1.615, -0.040], [-1.099, 1.293, -0.519], [0.123, -0.883, -0.321], [0.027, 0.491, -0.608], [2.204, 0.123, 0.193], [1.539, -0.957, -0.487], [1.483, 0.536, -0.878], [3.928, 0.338, 0.326], [-3.244, -1.314, 0.127], [-3.113, 1.098, -0.323], [-1.134, -2.666, 0.183], [-0.953, 2.314, -0.750], [1.689, 0.607, 1.734], [3.989, 0.919, 1.643]],
  "forces_ev_per_angstrom": [[-2.7, -0.1, 0.1], [1.6, -0.9, -0.2], [-0.4, 0.2, 0.2], [2.3, -1.6, -0.5], [-1.4, 1.4, 0.5], [0.8, -1.3, 0.9], [-1.7, 1.3, 6.4], [0.9, -0.9, -0.5], [-1.2, 1.6, -2.1], [1.2, 0.5, 1.4], [2.4, 0.6, -0.2], [-2.1, 0.5, 0.3], [0.5, -0.1, -0.1], [-0.7, 1.0, -0.1], [0.7, -1.4, -3.9], [-0.3, -1.0, -2.0]],
  "lowdin_charge": [-0.09, -0.10, -0.01, -0.01, -0.21, -0.16, -0.82, 0.08, 0.04, 0.72, 0.14, 0.08, 0.11, 0.10, 0.21, -0.08],
  "max_force_ev_per_a": 6.73,
  "lumo_energy_ev": -0.034,
  "homo_lumo_gap_ev": 9.100
}

[8]
{
  "formula": "C4H2FN",
  "method": "wB97M-V/def2-TZVPD",
  "elements": ["C", "C", "C", "C", "H", "H", "N", "F"],
  "xyz": [[0.672, -0.027, 1.409], [0.112, 0.202, 0.048], [-0.424, 0.416, -1.063], [-1.213, 0.071, -2.248], [-0.249, -0.049, 2.051], [1.346, 0.920, 1.729], [-1.651, -0.272, -3.309], [1.406, -1.260, 1.384]],
  "forces_ev_per_angstrom": [[0.6, 1.3, -0.5], [-1.4, 0.8, -3.3], [0.0, -2.1, 1.8], [0.3, -0.5, -2.5], [1.2, -0.5, 0.0], [-1.3, -2.5, -0.7], [1.6, 1.5, 4.7], [-1.1, 2.0, 0.5]],
  "lowdin_charge": [-0.17, 0.01, 0.01, -0.20, 0.13, 0.17, 0.13, -0.07],
  "max_force_ev_per_a": 5.16,
  "lumo_energy_ev": -0.148,
  "homo_lumo_gap_ev": 10.681,
  "smiles": "N#CC#CCF"
}

Computed electronic energy, in the same sequence as the records: -81033.703, -21747.820, -22675.230, -33109.089, -16917.579, -8533.262, -21164.905, -8384.359 eV.